84
Properties=species:S:1:pos:R:3 method="wB97M-V/def2-TZVPD" homo_lumo_gap_ev="4.37 / 5.80" relative_energy_ev=0.0000 spin_multiplicity=4 homo_ev="-2.51 / -4.65" total_charge=-1
Pd 1.401 -1.335 -1.808
Br -1.687 4.585 -4.934
C -0.522 3.303 -4.305
C 0.365 3.775 -3.355
C 1.081 2.860 -2.588
C 0.907 1.486 -2.698
O 1.372 0.711 -1.755
C 0.088 1.014 -3.836
C -0.041 -0.333 -4.244
N 0.498 -1.381 -3.605
C 0.492 -2.584 -4.255
C -0.244 -2.948 -5.405
C 0.103 -4.066 -6.163
C 1.217 -4.810 -5.737
C 1.923 -4.588 -4.536
C 2.938 -5.398 -3.971
C 3.383 -5.127 -2.685
C 2.915 -4.008 -1.976
N 2.084 -3.110 -2.539
C 1.471 -3.472 -3.737
C -0.684 1.944 -4.575
H 0.524 4.847 -3.267
H 1.776 3.278 -1.851
H -0.712 -0.520 -5.091
H -1.015 -2.286 -5.754
H -0.456 -4.407 -6.979
H 1.632 -5.526 -6.440
H 3.374 -6.208 -4.525
H 4.140 -5.717 -2.120
H 3.324 -3.829 -0.961
H -1.268 1.594 -5.396
C -0.728 -3.211 -0.079
C -0.808 -1.847 0.531
O -1.326 -1.753 1.660
N -0.210 -0.813 -0.095
Te -0.474 1.080 0.673
C -2.265 2.175 1.324
C -3.581 1.635 1.293
C -3.816 0.291 0.647
C -4.640 2.395 1.840
C -4.397 3.659 2.404
C -5.541 4.524 2.862
C -3.089 4.169 2.432
C -2.019 3.474 1.879
C -0.664 4.119 1.805
C 0.474 0.766 2.627
C -0.188 0.417 3.793
C -1.672 0.414 3.960
C 0.540 0.017 4.893
C 1.978 0.064 4.876
C 2.878 -0.474 5.966
C 2.583 0.539 3.726
C 1.893 0.947 2.561
C 2.678 1.568 1.440
H -1.691 -3.704 0.066
H 0.011 -3.750 0.474
H -0.456 -3.249 -1.157
H -3.343 -0.540 1.165
H -3.306 0.234 -0.317
H -4.865 0.068 0.498
H -5.691 2.049 1.816
H -6.274 3.954 3.478
H -6.094 4.962 2.026
H -5.163 5.353 3.480
H -2.926 5.155 2.810
H -0.727 5.127 2.194
H -0.300 4.162 0.777
H 0.116 3.577 2.340
H -2.070 -0.453 3.400
H -2.153 1.340 3.667
H -1.870 0.348 5.026
H 0.046 -0.379 5.790
H 2.338 -1.051 6.717
H 3.473 0.306 6.460
H 3.534 -1.166 5.486
H 3.665 0.649 3.719
H 3.641 1.953 1.762
H 2.097 2.335 0.937
H 2.966 0.825 0.689
F 2.322 -2.592 1.666
B 3.438 -2.067 0.998
F 2.891 -1.220 -0.152
F 4.349 -2.981 0.434
F 4.057 -1.138 1.822

***

87
Properties=species:S:1:pos:R:3 method="wB97M-V/def2-TZVPD" homo_lumo_gap_ev="6.71 / 7.23" relative_energy_ev=2.0120 spin_multiplicity=5 homo_ev="-9.71 / -10.53" total_charge=+1
Ru -0.187 -0.407 0.009
O -3.739 0.508 1.657
C -2.860 1.100 1.037
O -1.598 0.909 1.172
C -3.233 2.128 -0.013
C -4.534 2.612 -0.028
C -4.918 3.588 -0.934
C -3.989 4.091 -1.830
C -2.690 3.603 -1.834
C -2.300 2.601 -0.948
P -0.569 2.026 -0.908
C 0.159 2.282 -2.560
C 1.557 2.271 -2.583
C 2.246 2.279 -3.784
C 1.551 2.267 -4.988
C 0.165 2.240 -4.976
C -0.528 2.245 -3.771
C 0.244 3.299 0.098
C 0.366 4.608 -0.363
C 0.923 5.585 0.447
C 1.346 5.263 1.731
C 1.226 3.963 2.195
C 0.685 2.978 1.379
H -5.228 2.206 0.697
H -5.933 3.964 -0.933
H -4.267 4.868 -2.530
H -1.987 4.016 -2.545
H 2.102 2.229 -1.645
H 3.330 2.292 -3.783
H 2.086 2.279 -5.929
H -0.384 2.222 -5.909
H -1.608 2.221 -3.788
H 0.024 4.872 -1.357
H 1.009 6.600 0.080
H 1.762 6.032 2.370
H 1.540 3.712 3.201
H 0.575 1.969 1.755
Br -6.249 1.192 -3.860
C -4.960 0.299 -2.809
C -5.351 -0.327 -1.634
C -4.409 -0.963 -0.849
C -3.067 -0.949 -1.230
C -2.698 -0.367 -2.440
C -3.642 0.265 -3.231
N -2.041 -1.585 -0.494
C -2.190 -1.935 0.736
C -1.196 -2.844 1.336
C -1.474 -3.489 2.533
C -0.535 -4.382 3.027
C 0.639 -4.578 2.317
C 0.838 -3.858 1.146
N -0.055 -3.009 0.658
H -6.389 -0.314 -1.331
H -4.723 -1.444 0.064
H -1.666 -0.420 -2.767
H -3.363 0.721 -4.170
H -3.042 -1.637 1.347
H -2.403 -3.298 3.053
H -0.715 -4.916 3.950
H 1.393 -5.272 2.661
H 1.754 -3.976 0.575
C 3.850 -1.563 2.507
N 3.550 -1.488 1.079
C 4.446 -1.837 0.119
C 4.155 -1.751 -1.195
C 2.857 -1.263 -1.547
N 1.986 -0.940 -0.603
C 2.313 -1.040 0.705
O 1.452 -0.741 1.551
N 2.500 -1.105 -2.820
H 4.884 -1.877 2.626
H 3.188 -2.281 2.988
H 3.701 -0.584 2.953
H 5.405 -2.185 0.478
H 4.880 -2.032 -1.943
H 3.128 -1.334 -3.568
H 1.615 -0.681 -3.047
C 5.550 2.097 1.993
O 4.389 1.455 1.394
C 3.614 2.018 0.510
C 4.042 3.399 0.109
H 5.224 2.853 2.706
H 6.190 2.543 1.237
H 6.085 1.309 2.515
H 3.264 3.877 -0.483
H 4.295 4.053 0.948
H 4.937 3.299 -0.520

***

19
Properties=species:S:1:pos:R:3 method="wB97M-V/def2-TZVPD" homo_lumo_gap_ev=10.54 relative_energy_ev=1.4000 homo_ev=-9.43 total_charge=0
C 2.566 -0.726 0.132
O 1.285 -0.577 -0.425
C 0.438 0.313 0.256
C -0.168 1.464 -0.569
C -1.508 1.211 0.157
C -0.995 -0.193 0.565
C -1.447 -1.312 -0.362
H 2.526 -1.144 1.149
H 3.112 0.228 0.168
H 3.116 -1.419 -0.510
H 0.923 0.691 1.168
H 0.291 2.454 -0.486
H -0.211 1.180 -1.625
H -2.420 1.239 -0.448
H -1.642 1.871 1.020
H -1.176 -0.479 1.608
H -2.522 -1.494 -0.245
H -1.255 -1.066 -1.413
H -0.910 -2.240 -0.143

***

11
Properties=species:S:1:pos:R:3 method="wB97M-V/def2-TZVPD" homo_lumo_gap_ev=8.64 homo_ev=-9.92 total_charge=0
C 1.747 -1.475 0.305
N -0.934 -0.092 0.588
O 0.402 0.647 -1.180
O -0.772 -1.667 -1.339
O 0.542 1.846 0.891
O -1.402 2.183 -0.611
F 2.483 -0.315 0.192
F 1.107 -1.379 1.536
S 0.070 -0.872 -0.576
S -0.391 1.382 0.007
I -2.853 -0.258 0.188

***

12
Properties=species:S:1:pos:R:3 method="wB97M-V/def2-TZVPD" homo_lumo_gap_ev="6.64 / 7.79" relative_energy_ev=3.5425 homo_ev="-8.05 / -8.27" total_charge=0
C 0.575 1.775 0.014
C -0.763 1.623 0.209
C 1.408 -0.012 -0.467
N -1.072 0.265 0.235
N -0.236 -2.142 -0.227
O -2.229 -0.141 0.179
P 0.247 -0.805 0.579
I 3.448 0.067 0.004
H 1.412 2.385 -0.173
H -1.656 2.245 0.071
H -0.016 -3.108 0.281
H -1.117 -2.154 -0.705

***

13
Properties=species:S:1:pos:R:3 method="wB97M-V/def2-TZVPD" homo_lumo_gap_ev="9.92 / 7.78" relative_energy_ev=0.8303 spin_multiplicity=3 homo_ev="-9.24 / -9.50" total_charge=0
C 0.350 1.082 -0.495
C -1.495 0.363 0.942
N -0.344 -1.217 -0.493
N -0.439 0.072 -0.124
O 0.304 2.231 -0.091
O 2.540 -1.530 -0.219
S 2.937 -0.106 0.059
H 1.337 0.713 -1.063
H -2.498 0.316 0.497
H -1.421 -0.366 1.691
H -1.200 1.467 1.179
H -0.704 -1.398 -1.407
H 0.633 -1.626 -0.475

***

18
Properties=species:S:1:pos:R:3 method="wB97M-V/def2-TZVPD" homo_lumo_gap_ev="6.16 / 5.47" relative_energy_ev=1.5510 spin_multiplicity=3 homo_ev="-9.21 / -14.58" total_charge=+1
C -0.032 -0.324 0.347
C 0.806 0.560 -0.495
C 0.095 1.589 -1.365
C -1.889 -0.516 1.840
N 0.275 -1.592 0.357
N 1.838 -0.231 -1.136
O -0.997 0.223 1.000
H 1.095 1.020 0.423
H -0.684 2.095 -0.803
H -0.337 1.118 -2.242
H 0.821 2.333 -1.684
H -1.384 -1.299 2.410
H -2.317 0.216 2.524
H -2.687 -0.946 1.231
H 1.053 -1.812 -0.279
H -0.198 -2.315 0.877
H 2.772 0.042 -0.861
H 1.770 -0.158 -2.145

***

61
Properties=species:S:1:pos:R:3 method="wB97M-V/def2-TZVPD" homo_lumo_gap_ev=2.88 relative_energy_ev=3.1674 homo_ev=-15.60 total_charge=+3
Al 0.220 0.117 -1.305
P 0.455 -2.257 -1.754
P 2.469 -0.050 0.252
P -2.304 0.407 -1.310
H 1.659 2.429 -1.499
C 0.583 2.194 -1.354
C 0.134 2.158 0.033
H 0.903 2.408 0.770
C 1.215 -2.296 -3.397
C 1.496 -3.464 -0.865
C -1.095 -3.159 -2.007
C 3.107 1.382 1.199
C 2.756 -1.365 1.505
C 3.880 -0.270 -0.923
C -3.032 2.009 -0.829
C -3.449 -0.810 -0.563
C -2.761 0.418 -3.076
H -0.115 2.714 -2.055
H -0.858 2.596 0.188
H 1.183 -3.334 -3.739
H 2.243 -1.921 -3.353
H 0.605 -1.667 -4.052
H 1.333 -4.415 -1.402
H 1.178 -3.584 0.183
H 2.552 -3.157 -0.953
H -0.784 -4.142 -2.385
H -1.689 -2.626 -2.762
H -1.639 -3.292 -1.062
H 4.197 1.275 1.313
H 2.629 1.383 2.190
H 2.897 2.336 0.696
H 3.818 -1.400 1.791
H 2.451 -2.352 1.140
H 2.144 -1.131 2.390
H 4.830 -0.140 -0.372
H 3.811 0.493 -1.723
H 3.834 -1.273 -1.381
H -3.976 2.147 -1.381
H -2.363 2.843 -1.079
H -3.236 2.011 0.251
H -4.467 -0.652 -0.956
H -3.447 -0.681 0.529
H -3.128 -1.836 -0.794
H -3.769 0.845 -3.202
H -2.710 -0.595 -3.502
H -2.020 1.040 -3.595
C -0.830 0.805 -5.949
C -0.115 0.372 -7.073
C -0.173 1.193 -8.227
C -0.864 2.447 -8.225
C -1.576 2.829 -7.071
C -1.645 1.942 -5.977
O -0.679 0.124 -4.737
H 0.203 -0.294 -4.670
H 0.414 -0.595 -6.962
H 0.284 0.848 -9.151
H -0.877 3.127 -9.097
H -2.112 3.786 -7.005
H -2.297 2.111 -5.124
O -0.981 -0.063 1.763
C -0.492 0.032 0.696

***

13
Properties=species:S:1:pos:R:3 method="wB97M-V/def2-TZVPD" homo_lumo_gap_ev=8.44 relative_energy_ev=4.2069 homo_ev=-7.85 total_charge=0
C -1.273 -0.082 -0.042
C 1.729 -0.956 -0.655
C -2.372 -0.166 0.862
C 2.133 0.488 -0.875
O -0.283 -0.785 0.111
Cl 2.321 -1.746 0.656
Cl 2.796 1.444 0.444
H -1.165 0.785 -0.779
H -3.424 -0.480 0.528
H -2.516 0.834 1.113
H -2.119 -0.735 1.834
H 1.304 1.005 -1.513
H 2.867 0.393 -1.683

***

14
Properties=species:S:1:pos:R:3 method="wB97M-V/def2-TZVPD" homo_lumo_gap_ev=10.68 relative_energy_ev=1.7083 homo_ev=-9.73 total_charge=0
C 1.522 -3.977 -1.935
N 2.003 -5.108 -2.267
H 2.151 -3.377 -1.281
H 0.510 -3.656 -2.174
H 1.315 -5.538 -2.887
C -1.976 2.376 1.173
C -0.536 2.212 0.717
C 0.500 2.566 1.467
H -2.604 2.272 0.290
H -2.137 3.340 1.650
H -2.283 1.622 1.899
H -0.419 2.073 -0.350
H 1.532 2.444 1.163
H 0.421 2.750 2.535

***

25
Properties=species:S:1:pos:R:3 method="wB97M-V/def2-TZVPD" homo_lumo_gap_ev=9.18 relative_energy_ev=0.9585 homo_ev=-8.57 total_charge=0
C 2.728 2.670 -1.030
C 0.557 0.226 1.676
C -0.032 1.427 1.291
C 1.844 -0.114 1.355
C 0.645 2.224 0.380
C 2.569 0.896 0.696
C 1.967 2.002 0.026
O -0.159 -0.767 2.347
H -1.076 -0.693 2.065
H -1.064 1.629 1.571
H 2.366 -1.004 1.673
H 0.194 3.156 0.067
H 3.604 0.710 0.435
H 3.448 2.021 -1.545
H 3.296 3.565 -0.678
H 2.094 3.248 -1.688
C -2.510 -2.173 0.128
C -2.499 -2.936 -1.155
O -2.580 -4.131 -1.255
N -2.550 -2.114 -2.292
H -2.432 -2.686 -3.114
H -2.683 -1.124 -2.334
H -3.142 -2.738 0.817
H -3.041 -1.236 -0.029
H -1.544 -2.056 0.593

***

17
Properties=species:S:1:pos:R:3 method="wB97M-V/def2-TZVPD" homo_lumo_gap_ev=8.15 relative_energy_ev=6.1551 homo_ev=-8.04 total_charge=0
C -0.006 0.160 -0.493
C -0.877 1.321 -0.392
C 1.204 -0.101 -1.317
C 0.999 0.150 1.537
N -1.108 -0.721 -0.434
C -2.005 0.447 -0.153
O -1.027 -1.886 0.372
O -3.154 0.451 0.173
H -1.485 -2.566 -0.139
H 0.183 0.908 0.937
H -0.792 2.301 -0.826
H 1.917 0.716 -1.227
H 0.891 -0.185 -2.360
H 1.677 -1.038 -1.024
H 1.988 0.552 1.349
H 0.964 -0.930 1.469
H 0.632 0.419 2.528

***

72
Properties=species:S:1:pos:R:3 method="wB97M-V/def2-TZVPD" homo_lumo_gap_ev=4.79 relative_energy_ev=0.7890 homo_ev=-0.83 total_charge=-2
Pb 0.026 1.098 -0.787
C -4.651 0.910 -0.318
C -3.796 0.952 -1.551
C -3.436 -0.222 -2.203
C -2.651 -0.190 -3.347
C -2.232 -1.459 -4.033
C -2.248 1.040 -3.854
C -2.594 2.227 -3.222
C -2.152 3.546 -3.767
C -3.368 2.165 -2.069
H -4.306 0.138 0.369
H -5.688 0.692 -0.588
H -4.623 1.867 0.197
H -3.758 -1.178 -1.806
H -2.707 -1.541 -5.013
H -2.505 -2.331 -3.442
H -1.153 -1.462 -4.182
H -1.633 1.070 -4.743
H -2.833 3.887 -4.550
H -1.154 3.472 -4.198
H -2.117 4.301 -2.983
H -3.616 3.085 -1.559
C 1.503 2.972 3.480
C 0.874 2.800 2.245
N 0.238 1.697 1.911
C 0.143 0.698 2.790
C 0.772 0.758 4.061
C 1.485 1.934 4.378
C 0.657 -0.322 4.964
C -0.076 -1.430 4.643
C -0.739 -1.521 3.399
C -1.532 -2.633 3.041
C -2.164 -2.649 1.824
C -1.999 -1.553 0.975
N -1.285 -0.493 1.289
C -0.642 -0.464 2.456
H 2.011 3.900 3.698
H 0.879 3.588 1.502
H 1.995 2.002 5.332
H 1.164 -0.247 5.920
H -0.154 -2.261 5.334
H -1.639 -3.454 3.740
H -2.767 -3.491 1.513
H -2.488 -1.519 0.013
S 1.398 4.948 -3.971
As 1.733 3.712 -2.288
S 1.650 1.554 -2.807
S 0.076 3.795 -0.808
S 3.546 4.318 -1.375
C 0.196 -4.577 0.293
C 1.255 -4.121 1.068
C 1.749 -2.849 0.910
C 1.203 -1.951 -0.036
C 0.116 -2.430 -0.795
C -0.360 -3.712 -0.639
N 1.642 -0.678 -0.155
C 2.979 -0.401 -0.052
C 3.952 -1.273 -0.571
C 5.278 -0.904 -0.626
C 5.694 0.328 -0.149
C 4.752 1.189 0.394
C 3.423 0.833 0.441
H -0.182 -5.585 0.413
H 1.697 -4.770 1.818
H 2.559 -2.498 1.537
H -0.322 -1.769 -1.531
H -1.188 -4.049 -1.252
H 3.635 -2.222 -0.985
H 5.999 -1.580 -1.075
H 6.732 0.623 -0.222
H 5.053 2.160 0.761
H 2.694 1.524 0.840